[1]
39
Properties=species:S:1:pos:R:3:mulliken_charge:R:1 method="wB97M-V/def2-TZVPD" de_lowest_kcal_mol=1.9 e_lumo_ha=0.075 homo_ha=-0.202 total_charge=-1 fmax_ha_per_bohr=0.0110
I -1.76941 4.51674 3.22075 0.041
Sn 1.44686 1.22661 0.41498 1.046
Br 0.20919 2.80887 -4.34567 -0.171
Cl -4.33400 -0.44838 4.28897 -0.287
F 5.21927 0.64200 1.10402 -0.246
F 6.13467 -0.50090 2.69219 -0.268
F 5.05991 1.31690 3.15671 -0.278
O 0.08898 1.53432 -1.60800 -0.722
O 0.89144 -0.51580 -1.38728 -0.742
O 0.05435 2.40664 1.61561 -0.840
O 2.73048 -0.00158 1.99742 -0.632
O 3.75771 -1.60701 3.20001 -0.624
N -0.14672 -0.21270 1.30457 0.071
C -0.90026 -0.77862 -6.02366 -0.383
C -1.07652 0.39161 2.07902 -0.006
C 3.70817 -0.57688 2.55150 0.217
C -0.16769 -1.51308 1.13779 -0.222
C -0.34048 -1.28890 -3.75395 -0.412
C -3.03690 0.39414 3.48737 0.492
C -0.76152 -1.70707 -5.00231 -0.640
C -1.88996 2.45723 2.98176 -0.406
C -0.93632 1.82175 2.20535 1.075
C -2.11050 -1.73217 2.51731 -0.683
C -2.10218 -0.33583 2.71001 0.043
C -0.06576 0.05098 -3.48038 0.219
C -1.14676 -2.31607 1.74173 -0.957
C -0.61249 0.55320 -5.78634 -0.514
C -2.92852 1.74695 3.61251 -0.443
C 5.04728 0.21523 2.37175 0.821
C -0.20345 0.96532 -4.52377 0.217
C 0.33748 0.39014 -2.05539 0.964
H -1.12556 -3.38476 1.58297 0.387
H -3.64987 2.28681 4.21036 0.375
H 0.60165 -1.92900 0.50184 0.578
H -0.97370 -2.75356 -5.17936 0.364
H -1.22526 -1.08792 -7.00903 0.357
H -0.69841 1.28482 -6.57759 0.386
H -0.20502 -1.99438 -2.94534 0.406
H -2.88017 -2.32567 2.99158 0.415

[2]
16
Properties=species:S:1:pos:R:3:mulliken_charge:R:1 method="wB97M-V/def2-TZVPD" de_lowest_kcal_mol=108.1 e_lumo_ha="0.004 / 0.005" homo_ha="-0.301 / -0.301" fmax_ha_per_bohr=0.0267
O 0.30207 1.37504 0.63399 -0.518
C -0.09662 -0.90418 0.26312 0.276
C 0.60275 -0.71169 1.54356 -0.546
C -1.16130 0.97138 -1.25016 -1.355
C 1.25660 -0.85358 -0.33309 -1.176
C -0.72514 0.52358 0.13183 0.053
H 1.37115 -0.45018 -1.34991 0.257
H -1.96801 0.33526 -1.62449 0.360
H 1.09576 1.01158 0.16335 0.448
H -1.56718 0.59467 0.83437 0.351
H -0.78242 -1.73565 0.11031 0.435
H -0.32597 0.92915 -1.95934 0.249
H 0.12902 -0.15238 2.36118 0.222
H 1.42887 -1.27252 1.91643 0.288
H 1.96121 -1.66684 -0.22705 0.302
H -1.52078 2.00637 -1.21410 0.353

[3]
11
Properties=species:S:1:pos:R:3:mulliken_charge:R:1 method="wB97M-V/def2-TZVPD" de_lowest_kcal_mol=90.7 e_lumo_ha=0.033 smiles="CNNC=O" homo_ha=-0.349 fmax_ha_per_bohr=0.1196
O 2.25142 0.41839 -0.02396 -0.573
N 0.21272 -0.28414 -0.42512 -0.294
N -1.11211 -0.58747 0.01575 -0.227
C -2.07984 0.54158 0.08830 -0.710
C 1.30224 -0.20537 0.35024 0.127
H -2.83270 0.06119 0.91887 0.274
H -2.64047 0.84378 -0.93301 0.246
H -1.28292 -1.40244 -0.44941 0.227
H 0.94970 -0.73422 1.20088 0.361
H -1.72197 1.34765 0.85279 0.304
H 0.47834 0.62087 -1.16409 0.264

[4]
16
Properties=species:S:1:pos:R:3:mulliken_charge:R:1 method="wB97M-V/def2-TZVPD" de_lowest_kcal_mol=21.8 e_lumo_ha=0.024 smiles="CNC(=O)O.O.O" homo_ha=-0.364 fmax_ha_per_bohr=0.0542
O 0.58489 -2.40672 0.90753 -0.566
O -0.96160 -2.14527 3.43656 -0.625
O 1.74394 5.44927 -0.58389 -0.643
O -0.01044 -0.17988 0.64000 -0.453
N -0.22675 -1.65966 -1.06016 -0.189
C -1.07264 -0.69766 -1.82750 -0.813
C 0.17405 -1.50327 0.23465 0.565
H 0.18253 -2.24080 -1.76635 0.247
H 0.90454 0.04561 0.86505 0.321
H -1.94844 -1.23334 -2.21858 0.293
H -1.02037 -2.94273 3.97491 0.299
H -0.57390 -0.22412 -2.67675 0.280
H 2.08849 6.26435 -0.18365 0.322
H 1.77171 5.65607 -1.52673 0.321
H -1.51872 0.06684 -1.19748 0.315
H -0.11730 -2.24868 2.98239 0.326

[5]
92
Properties=species:S:1:pos:R:3:mulliken_charge:R:1 method="wB97M-V/def2-TZVPD" e_lumo_ha=0.069 homo_ha=-0.265 total_charge=-1 fmax_ha_per_bohr=0.0426
Cl 0.26247 -0.96104 0.72443 1.639
O -0.51860 -2.12548 0.27371 -0.841
O -1.39644 -5.45506 4.44311 -0.680
O 1.57840 3.31455 -2.84664 -0.549
O -2.76203 2.43631 3.90246 -0.390
O -4.81492 -0.51329 -2.68963 -0.397
O 6.77929 1.23866 -1.95819 -0.593
O -4.25101 2.92670 2.36023 -0.652
O 1.65087 4.91253 3.42349 -0.633
O -5.62085 -0.35724 -0.62014 -0.732
O 6.47033 -0.34038 -0.38567 -0.375
O 1.58806 -1.41651 1.02372 -0.727
O -0.41048 -0.37715 1.85061 -0.734
O -4.53553 -2.65113 3.74777 -0.781
O 0.33160 0.00840 -0.34874 -0.460
O 0.68607 2.44431 -4.67880 -0.414
O 1.01134 -4.27910 -4.03856 -0.714
O 1.51633 5.37383 1.22738 -0.407
N 0.12438 -2.57617 -2.87799 0.015
N -1.97772 -3.92840 2.87774 -0.009
N -5.49002 -1.92193 1.82401 -0.217
C -3.65200 -0.66249 2.79313 -0.149
C -3.10889 2.65418 2.63468 0.291
C 0.75940 1.23781 -5.45481 -0.480
C -1.36884 2.06751 4.04771 -0.762
C -1.91381 2.50461 1.71663 0.792
C 0.72771 -3.78986 -2.95369 0.583
C -4.68667 -0.30810 -1.38456 0.477
C -0.76009 2.48637 2.70580 0.840
C 4.76891 0.70018 0.89067 -0.161
C 1.44991 2.36075 -3.55880 0.450
C 1.59552 3.17368 0.39306 1.481
C 2.09813 3.18054 1.80900 -0.289
C -1.16714 -4.89113 3.38758 0.603
C -0.05395 -5.29994 2.44869 -0.490
C 5.58962 -0.57120 0.72469 -0.498
C 1.69230 0.28639 -4.72078 -0.140
C 1.76515 4.64075 -0.01034 -0.487
C 2.15318 1.01397 -3.45760 0.562
C 1.07204 -4.46206 -1.65821 -0.680
C -2.49050 -0.23924 -2.30218 0.188
C 4.83647 1.32311 -0.48416 0.397
C -4.57733 -1.86453 2.80517 0.262
C -3.61304 -0.19162 -3.38609 -0.643
C 1.67269 4.54239 2.27884 0.393
C -3.25469 -0.00948 -1.00726 0.555
C 6.14563 0.81303 -1.03933 0.280
H 3.18832 3.32130 1.78642 0.241
H -3.92517 0.07237 2.03420 0.093
H -3.34082 -0.97798 -4.08596 0.414
H -0.27402 -6.29210 2.05293 0.243
H -0.02238 1.77046 2.36741 -0.256
H -2.61027 -0.95765 2.65689 -0.038
H 3.20116 1.32368 -3.46276 0.246
H -0.26367 0.86230 -5.46559 0.349
H 1.76229 2.40240 2.47465 0.334
H -1.76265 -3.49679 1.99565 0.044
H -3.63686 0.79915 -3.83226 0.296
H -1.76448 0.53440 -2.54799 0.317
H 5.32398 1.29187 1.62305 0.296
H 1.19499 -0.64071 -4.44506 -0.386
H -3.06675 0.96819 -0.56353 -0.007
H -6.16822 -2.66043 1.91247 0.249
H 6.17372 -0.82020 1.60714 0.318
H 2.01432 -4.99449 -1.75816 0.398
H -2.87806 -3.76618 3.31370 0.127
H -1.99373 -1.20474 -2.24984 -0.261
H 4.93451 -1.41105 0.47781 0.238
H -0.30308 -2.25654 -2.02080 -0.020
H 1.11643 1.39798 -6.47034 0.254
H -1.82327 3.28108 0.96359 0.594
H 2.58416 -0.06112 -5.24144 0.342
H -5.50524 -1.25342 1.06213 0.231
H 1.97343 0.52848 -2.49922 -0.254
H 1.19544 -3.73395 -0.85626 0.067
H 0.04816 -4.59761 1.62376 -0.078
H 4.05535 0.85736 -1.09513 -0.400
H 0.95110 4.93235 -0.66542 0.347
H 0.92612 -5.34258 2.92429 0.297
H 0.57184 2.78772 0.39142 -0.702
H -3.68679 -0.17549 3.76720 0.422
H 3.72122 0.56569 1.14833 0.053
H -1.32853 1.00661 4.28978 0.215
H 0.27229 -5.15250 -1.39079 0.233
H 4.74866 2.40016 -0.59748 0.404
H -2.95145 -0.64342 -0.17006 -0.261
H 2.77737 4.85412 -0.34588 0.257
H -0.32845 3.47806 2.75618 -0.283
H -0.06835 -2.06904 -3.72116 0.213
H 2.03602 2.46090 -0.30560 -0.278
H -2.06001 1.52619 1.25610 -0.980
H -0.90984 2.63721 4.85349 0.351

[6]
20
Properties=species:S:1:pos:R:3:mulliken_charge:R:1 method="wB97M-V/def2-TZVPD" de_lowest_kcal_mol=51.5 e_lumo_ha=0.026 smiles="CNC(N)(NC)C(=O)O" homo_ha=-0.328 fmax_ha_per_bohr=0.0850
O -0.25212 1.94803 -1.63709 -0.468
O -2.14325 0.77318 -1.39305 -0.661
N -0.71387 -1.32543 -0.59661 -0.414
N 1.38451 0.09053 -0.90153 -0.599
N -0.13301 0.42248 0.94144 -0.199
C -0.92691 0.94496 -1.19533 0.270
C 0.52297 1.70998 1.35783 -0.781
C -0.44060 -2.45627 0.32785 -0.994
C -0.11562 -0.05231 -0.37483 0.511
H -0.07635 2.12848 2.19834 0.332
H -0.31953 -3.29450 -0.26369 0.355
H 1.60363 1.36088 1.47453 0.240
H 2.18163 -0.02893 -0.18536 0.242
H -1.19649 -2.61983 1.03261 0.305
H -0.95615 0.20814 1.52245 0.273
H 0.59379 2.46180 0.61055 0.280
H 0.56637 -2.28539 0.80539 0.308
H 1.47010 -0.49312 -1.71814 0.222
H -1.67209 -1.27706 -0.75627 0.258
H 0.62298 1.78438 -1.24908 0.520

[7]
54
Properties=species:S:1:pos:R:3:mulliken_charge:R:1 method="wB97M-V/def2-TZVPD" e_lumo_ha=-0.096 homo_ha=-0.316 fmax_ha_per_bohr=0.0617
S -4.72440 -0.61085 -3.04296 1.199
Si 1.26934 -3.51860 1.35571 0.268
F -4.28987 -0.37035 -5.70181 -0.220
F -6.31894 -0.97301 -5.10706 -0.197
F -5.68318 1.12069 -4.87906 -0.210
O -4.10733 -1.91047 -3.13391 -0.619
O 0.65008 -1.94142 1.13627 -0.342
O 2.19201 -0.31146 1.47343 -0.291
O -2.51865 5.10331 -1.38161 -0.545
O 0.92278 0.25384 -3.25978 -0.610
O -5.87372 -0.34365 -2.21345 -0.597
O 0.62663 2.48473 -2.88705 -0.161
O -4.54828 4.41877 -1.83159 -0.584
N -3.31169 4.21811 -1.75604 0.939
N -0.37595 3.34529 -2.49540 -0.437
N 0.20804 1.13432 -2.81072 0.910
C 2.77067 -3.50897 2.45744 -0.953
C 1.65846 -4.15119 -0.35337 -0.980
C 3.10704 2.52546 3.67709 -0.376
C -1.13031 1.17865 -2.40882 0.631
C 3.29451 1.23944 2.89082 -0.393
C 4.24848 2.87752 4.62749 -1.270
C 0.65409 -0.11119 -0.34043 -0.501
C -2.83776 2.90367 -2.10727 -0.859
C -2.08613 0.17113 -2.45547 -0.551
C 1.16063 -0.77100 0.74249 0.783
C -3.43122 0.57812 -2.58476 -0.087
C -5.28116 -0.16839 -4.80856 0.723
C 2.12887 1.07212 1.92683 -0.660
C -3.79773 1.91462 -2.39831 -0.569
C -1.44660 2.53753 -2.24187 0.570
C -0.19714 -4.32486 2.17429 -0.966
H 3.19708 -4.52434 2.49044 0.364
H 0.79202 -4.07965 -1.02694 0.290
H 5.19571 2.98295 4.09107 0.329
H 4.36559 2.12573 5.41365 0.317
H 1.16258 1.23124 2.42634 0.397
H 3.34557 0.37541 3.57255 0.292
H 2.17631 2.41691 4.24776 0.316
H 3.55126 -2.82654 2.09483 0.296
H -1.11144 -4.20315 1.57630 0.276
H 2.50900 -3.22563 3.48631 0.288
H 2.49477 -3.60064 -0.80849 0.321
H 2.22029 1.74977 1.06942 0.227
H 4.02356 3.83248 5.10760 0.362
H -0.38052 -3.88054 3.16316 0.286
H 0.02098 -0.67628 -1.01534 -0.023
H 1.95309 -5.20917 -0.29263 0.355
H 2.94961 3.34491 2.96287 0.328
H 4.23700 1.26915 2.32136 0.264
H -1.77071 -0.86329 -2.52735 0.648
H -4.84713 2.19321 -2.43054 0.607
H 1.00871 0.90581 -0.50251 0.081
H -0.02493 -5.40021 2.31762 0.335